{"formula": "C4H9NO2", "method": "the ωB97M-V functional and the def2-TZVPD basis", "symbols": ["C", "C", "C", "C", "O", "O", "N", "H", "H", "H", "H", "H", "H", "H", "H", "H"], "positions_angstrom": [[0.38189, -0.40490, 0.40168], [-2.53676, 0.55294, -0.00933], [0.07996, -1.54105, -0.52176], [2.82736, 1.16533, 0.17646], [0.19538, 0.81829, 0.08687], [-1.52491, 0.39665, 0.92625], [2.30444, 0.07408, -0.11430], [0.57409, -0.66269, 1.44884], [-3.47788, 0.22870, 0.46514], [-2.39473, -0.06107, -0.91176], [-2.66345, 1.60096, -0.31031], [-0.08316, -1.17796, -1.53443], [0.92176, -2.23452, -0.51789], [-0.80213, -2.07102, -0.15947], [2.28627, 2.04515, 0.53744], [3.91190, 1.27111, 0.03657]], "forces_ev_per_a": [[-0.08, 1.98, -0.87], [-0.02, 0.20, -0.33], [0.23, 0.02, 0.01], [0.06, 0.18, -0.09], [0.30, -1.48, 0.11], [-1.73, -0.15, 0.92], [1.08, -0.51, 0.05], [0.17, 0.02, -0.05], [0.20, -0.01, 0.03], [0.03, 0.02, 0.14], [0.03, -0.10, 0.02], [-0.02, 0.02, 0.03], [-0.04, -0.01, 0.01], [-0.01, 0.04, 0.02], [-0.09, -0.18, 0.02], [-0.10, -0.05, -0.01]], "orbital_gap_ev": [8.974, 9.033], "relative_energy_ev": 7.380}